The following is a quantum chemistry calculation of a single C4H7NOS molecule in a non-equilibrium geometry, from OMol25.

Structure (XYZ):
```
14
Properties=species:S:1:pos:R:3:mulliken_charge:R:1
C 0.41 2.09 0.01 -0.879
C -1.31 -1.07 0.16 -0.333
C 0.09 -1.62 -0.14 -0.453
C 0.97 -0.36 0.03 0.123
H 1.50 2.27 0.15 0.303
H -0.12 2.55 0.85 0.304
H 0.13 2.62 -0.91 0.292
H -1.61 -1.26 1.24 0.224
H -2.11 -1.48 -0.47 0.251
H 0.05 -1.85 -1.21 0.222
H 0.42 -2.48 0.46 0.352
N 0.17 0.70 -0.04 0.344
O -1.19 0.33 -0.13 -0.371
S 2.61 -0.44 0.01 -0.379
```

Results
- ΔE to the lowest compared entry with this formula, charge and spin: 213.43 kJ/mol
- SMILES: CN1OCCC1=S
- HOMO-LUMO gap: 9.04 eV

***

The following is a quantum chemistry calculation of a molecular structure, C4H10N2O3 in a non-equilibrium geometry, from OMol25.

Structure (XYZ):
```
19
Properties=species:S:1:pos:R:3:mulliken_charge:R:1
C 0.27 0.23 0.61 1.154
C -0.03 -1.25 0.31 -0.737
C -0.94 -0.87 -1.40 -1.249
C 0.17 0.83 -0.82 0.416
N -0.82 0.71 1.45 -0.637
N 1.53 0.42 1.31 -0.777
O 1.37 0.55 -1.49 -0.501
O -0.93 -1.80 1.11 -0.578
O -0.52 1.83 -1.07 -0.663
H 1.95 1.30 -1.72 0.350
H -1.28 -0.99 1.62 0.533
H 0.78 -1.89 -0.01 0.482
H -1.47 1.25 0.87 0.259
H -0.47 1.28 2.20 0.245
H 1.71 1.41 1.38 0.288
H 2.29 0.01 0.78 0.289
H -1.94 -0.59 -1.08 0.323
H -0.91 -1.94 -1.62 0.404
H -0.77 -0.49 -2.41 0.397
```

Results
- ΔE to the lowest compared entry with this formula, charge and spin: 340.48 kJ/mol
- HOMO-LUMO gap: 9.39 eV

***

The following is a quantum chemistry calculation of 14 unconnected molecules or ions with the total composition C4H35NO16 in a non-equilibrium geometry, from OMol25.

Structure (XYZ):
```
56
Properties=species:S:1:pos:R:3:mulliken_charge:R:1
C 1.97 2.06 -1.77 -0.430
O 1.86 1.91 -3.20 -0.631
C 0.87 1.07 -1.22 0.696
C 1.15 0.75 0.20 0.058
C -0.09 0.08 1.06 0.209
O -0.96 -0.69 0.53 -0.220
O -0.18 0.40 2.25 -0.976
N -0.39 1.95 -1.37 -0.025
H 2.93 1.72 -1.33 0.284
H 1.85 3.09 -1.52 0.337
H 1.86 0.94 -3.48 0.438
H 0.75 0.31 -1.97 -0.357
H 1.34 1.76 0.68 -0.221
H 2.04 0.15 0.33 0.694
H -3.23 -0.35 2.00 0.325
H -0.28 2.84 -0.88 0.514
H -0.40 2.17 -2.42 0.451
H -3.31 -1.26 -2.66 0.252
H -3.69 -1.78 -1.21 0.341
O -3.49 -1.00 -1.75 -0.610
H 2.48 -3.44 -2.92 0.331
H 1.06 -3.37 -2.96 0.289
O 1.84 -3.05 -3.51 -0.712
H -2.43 0.15 -0.20 0.320
H -0.89 2.76 2.16 0.314
O -1.44 2.93 1.42 -0.574
H 1.44 3.82 1.59 0.355
H 2.85 3.97 0.89 0.298
O 1.90 4.09 0.78 -0.621
H -2.31 2.54 1.31 0.293
H -2.12 0.22 2.75 0.304
O -3.02 -0.09 2.92 -0.728
H -0.68 -1.74 -0.49 0.269
H -1.37 -2.44 -1.73 0.168
O -0.59 -2.50 -1.17 -0.653
H -2.42 -3.52 0.00 0.308
H -3.60 -3.16 0.80 0.326
O -3.35 -3.32 -0.12 -0.682
H 1.07 -0.44 3.13 0.379
H 2.47 0.23 3.13 0.288
O 1.95 -0.46 3.56 -0.694
H -1.25 1.51 -0.91 -0.027
H -3.51 1.13 -0.95 0.231
O -2.69 1.09 -0.40 -0.657
H 0.62 2.41 3.31 0.369
H 2.00 2.08 3.28 0.329
O 1.45 2.89 3.36 -0.722
H 1.82 -3.51 2.04 0.325
H 1.17 -2.34 2.73 0.294
O 0.95 -3.07 2.12 -0.607
H 1.78 -1.11 -4.31 0.278
H 0.88 -1.37 -3.10 0.251
O 1.26 -0.67 -3.64 -0.659
H 1.12 -3.55 -0.06 0.307
H 1.41 -2.02 -0.12 0.313
O 1.78 -2.89 -0.27 -0.733
```

Results
- ΔE to the lowest compared entry with this formula, charge and spin: 371.94 kJ/mol
- HOMO-LUMO gap: 10.21 eV

***

The following is a quantum chemistry calculation of a single H3NO4 molecule in a non-equilibrium geometry, from OMol25.

Structure (XYZ):
```
8
Properties=species:S:1:pos:R:3:mulliken_charge:R:1
N 0.94 0.54 0.57 0.069
O 0.27 -0.65 -1.32 -0.351
O -1.32 -0.18 1.15 -0.321
O 1.00 -0.58 0.02 -0.104
O -0.57 0.96 0.76 -0.204
H 1.24 1.37 0.00 0.264
H 0.61 -1.36 -1.84 0.303
H -2.18 -0.09 0.65 0.345
```

Results
- ΔE to the lowest compared entry with this formula, charge and spin: 221.79 kJ/mol
- SMILES: OONOO
- HOMO-LUMO gap: 10.44 eV

***

The following is a quantum chemistry calculation of a molecular structure, C28H24Br2N2Zn in a non-equilibrium geometry, from OMol25.

Structure (XYZ):
```
57
Properties=species:S:1:pos:R:3:mulliken_charge:R:1
C -4.21 1.14 -1.11 -0.943
N -2.89 1.05 -0.53 0.396
C -2.18 -0.10 -0.42 -1.388
C -1.07 0.12 0.42 0.889
C -0.07 -0.88 0.76 0.381
C 1.25 -0.39 1.20 -0.222
C 1.97 0.64 0.61 -0.937
N 3.13 0.84 1.30 0.174
C 4.09 1.90 1.04 -0.955
C 3.21 -0.08 2.35 0.260
C 2.05 -0.89 2.31 0.865
C 1.86 -1.81 3.35 -0.219
C 2.84 -1.92 4.35 -0.908
C 4.00 -1.12 4.33 -0.629
C 4.18 -0.15 3.33 -0.989
C -1.12 1.51 0.83 1.512
C -2.23 2.08 0.14 -0.603
C -2.55 3.43 0.18 -1.056
C -1.70 4.25 0.93 -0.741
C -0.69 3.69 1.73 -0.917
C -0.43 2.32 1.72 -0.026
H -4.46 2.19 -1.25 0.301
H -4.21 0.64 -2.08 0.338
H -4.97 0.67 -0.48 0.334
H -2.45 -1.01 -0.95 0.573
H 0.03 -1.58 -0.08 0.475
H 1.70 1.26 -0.25 0.472
H 4.91 1.81 1.75 0.292
H 4.47 1.81 0.02 0.325
H 3.61 2.89 1.16 0.319
H 0.96 -2.43 3.36 0.484
H 2.71 -2.64 5.16 0.399
H 4.76 -1.23 5.10 0.377
H 5.04 0.52 3.29 0.213
H -3.41 3.80 -0.37 0.269
H -1.85 5.33 0.92 0.389
H -0.10 4.35 2.38 0.411
H 0.28 1.87 2.42 0.556
Br -4.86 1.13 7.12 -0.160
Zn -4.56 1.59 4.93 0.051
Br -4.25 1.12 2.73 0.096
C -3.23 -2.94 3.18 -1.504
C -2.05 -2.14 3.26 -0.208
C -1.33 -2.29 2.05 0.371
C -2.06 -3.16 1.19 -0.150
C -3.27 -3.57 1.91 0.708
C -4.25 -4.32 1.27 -0.663
C -4.10 -4.61 -0.09 -0.491
C -2.96 -4.18 -0.80 -0.680
C -1.93 -3.48 -0.17 -0.331
H -4.00 -3.03 3.94 0.443
H -1.77 -1.48 4.08 0.521
H -0.29 -1.93 1.88 -0.063
H -5.12 -4.66 1.84 0.374
H -4.87 -5.19 -0.59 0.361
H -2.88 -4.42 -1.86 0.391
H -1.04 -3.17 -0.72 0.464
```

Results
- HOMO-LUMO gap: 5.52 eV

***

The following is a quantum chemistry calculation of a single C3H7N3O2 molecule in a non-equilibrium geometry, from OMol25.

Structure (XYZ):
```
15
Properties=species:S:1:pos:R:3:mulliken_charge:R:1
C -2.18 0.13 0.50 -0.648
C 0.63 -1.30 -0.55 0.197
C 1.99 -0.03 0.81 0.147
H -2.78 -0.57 1.40 0.224
H -2.22 1.18 1.08 0.219
H -2.67 0.43 -0.52 0.317
H 0.83 -2.09 -1.38 0.297
H 2.39 -0.21 1.93 0.292
H 1.03 1.89 -1.25 0.247
H 0.16 0.49 -1.14 0.419
N -0.60 -0.91 -0.68 -0.563
N 1.59 1.12 0.25 -0.418
N 1.04 1.03 -1.01 -0.369
O -0.83 0.08 0.20 -0.090
O 1.63 -1.23 0.35 -0.271
```

Results
- ΔE to the lowest compared entry with this formula, charge and spin: 860.07 kJ/mol
- SMILES: CO/N=C\O/C=N\N
- HOMO-LUMO gap: 9.25 eV

***

The following is a quantum chemistry calculation of a single C22H30N2O2 molecule, from OMol25.

Structure (XYZ):
```
56
Properties=species:S:1:pos:R:3:mulliken_charge:R:1
O -4.54 4.10 2.14 -0.669
C -3.47 3.81 2.64 0.399
N -2.98 4.52 3.69 -0.154
C -1.76 4.29 4.38 0.005
C -1.72 3.27 5.49 -0.485
C -1.65 4.73 5.80 -0.750
H -0.71 5.15 6.14 0.240
H -2.52 5.19 6.25 0.258
H -0.83 2.67 5.60 0.257
H -2.63 2.75 5.72 0.244
H -0.87 4.38 3.75 0.302
H -3.58 5.27 4.02 0.260
C -2.58 2.68 2.16 -0.500
C -3.26 1.85 1.08 -1.349
C -2.34 0.83 0.42 0.768
C -1.92 -0.28 1.38 -0.969
C -1.06 -1.32 0.66 -0.579
N -1.79 -1.89 -0.45 0.190
C -2.12 -0.87 -1.43 -0.521
C -3.03 0.18 -0.78 -1.062
H -3.95 -0.31 -0.45 0.334
H -3.29 0.94 -1.52 0.406
H -2.65 -1.34 -2.26 0.380
H -1.22 -0.37 -1.83 0.345
C -1.17 -3.07 -1.03 -2.135
C 0.18 -2.82 -1.65 1.142
C 1.35 -2.92 -0.89 -0.221
C 2.58 -2.63 -1.44 -0.940
C 2.68 -2.23 -2.77 0.880
C 1.52 -2.14 -3.54 -0.976
C 0.29 -2.44 -2.98 -0.191
H -0.60 -2.37 -3.59 0.396
H 1.60 -1.85 -4.58 0.437
C 3.94 -1.94 -3.33 -0.344
C 5.00 -1.65 -3.83 -0.257
C 6.32 -1.41 -4.38 -0.333
H 6.62 -0.38 -4.17 0.268
H 6.28 -1.55 -5.47 0.255
C 7.35 -2.37 -3.78 -0.522
O 7.08 -3.72 -4.10 -0.503
H 6.18 -3.92 -3.84 0.323
H 8.34 -2.16 -4.18 0.336
H 7.37 -2.24 -2.68 0.277
H 3.47 -2.71 -0.83 0.430
H 1.28 -3.23 0.14 0.381
H -1.86 -3.47 -1.78 0.534
H -1.08 -3.81 -0.22 0.513
H -0.80 -2.12 1.35 0.378
H -0.12 -0.83 0.33 0.344
H -1.36 0.12 2.22 0.370
H -2.82 -0.78 1.76 0.237
H -1.44 1.34 0.06 0.183
H -4.13 1.35 1.50 0.354
H -3.64 2.54 0.31 0.328
H -2.32 2.06 3.02 0.336
H -1.66 3.11 1.77 0.371
```

Results
- ΔE to the lowest compared entry with this formula, charge and spin: 336.59 kJ/mol
- SMILES: O=C(CCC1CCN(Cc2ccc(C#CCCO)cc2)CC1)NC1CC1
- HOMO-LUMO gap: 9.18 eV

***

The following is a quantum chemistry calculation of a molecular structure, C9H12F15HfN4O23S5 in a non-equilibrium geometry, from OMol25.

Structure (XYZ):
```
69
Properties=species:S:1:pos:R:3:mulliken_charge:R:1
Hf -0.04 0.28 -0.36 2.997
C -1.58 4.82 0.44 0.555
F -2.67 4.17 0.05 -0.187
F -0.86 5.18 -0.63 -0.242
F -1.91 5.89 1.12 -0.228
S -0.49 3.61 1.44 0.988
O 0.79 4.27 1.62 -0.815
O -1.08 3.38 2.74 -0.647
O -0.44 2.40 0.56 -0.283
C -2.90 1.49 -3.72 0.563
F -4.11 1.66 -3.23 -0.189
F -2.67 0.23 -4.05 -0.180
F -2.79 2.27 -4.80 -0.212
S -1.61 1.92 -2.38 1.112
O -0.46 1.00 -2.46 -0.913
O -1.29 3.33 -2.41 -0.498
O -2.05 1.44 -1.08 -0.709
C -3.75 -1.26 2.37 0.420
F -3.34 -2.28 3.14 -0.237
F -4.02 -1.75 1.15 -0.217
F -4.89 -0.81 2.93 -0.215
S -2.55 0.25 2.28 1.313
O -3.47 1.30 1.92 -0.734
O -1.99 0.43 3.59 -0.694
O -1.61 -0.06 1.18 -0.086
C 3.41 0.70 2.99 0.523
F 4.02 -0.37 2.48 -0.204
F 3.80 0.89 4.24 -0.228
F 3.74 1.79 2.31 -0.236
S 1.54 0.46 3.00 1.032
O 1.29 -0.90 3.42 -0.695
O 1.00 1.42 3.93 -0.621
O 1.15 0.57 1.56 -0.240
C 1.49 -3.56 2.15 0.424
F 1.85 -4.78 1.74 -0.277
F 1.14 -3.63 3.40 -0.208
F 2.54 -2.77 1.98 -0.076
S 0.04 -2.99 1.07 1.067
O 0.47 -1.72 0.37 -0.105
O -0.24 -4.03 0.08 -0.699
O -1.03 -2.71 2.01 -0.606
C 0.27 -3.81 -2.98 -0.626
N 0.58 -2.38 -3.17 0.657
O 0.80 -1.94 -4.28 -0.549
O 0.57 -1.68 -2.18 -0.332
H 1.11 -4.39 -2.62 0.255
H -0.01 -4.21 -3.95 0.333
H -0.62 -3.75 -2.35 0.116
C 2.42 4.21 -1.10 -0.872
N 2.43 2.77 -0.70 0.642
O 1.42 2.09 -0.83 -0.281
O 3.41 2.37 -0.11 -0.548
H 1.88 4.09 -2.04 0.349
H 3.47 4.46 -1.20 0.326
H 1.71 4.71 -0.45 0.211
C 4.68 -0.77 -0.36 -1.030
N 3.30 -1.23 -0.66 0.831
O 2.43 -0.36 -0.71 -0.464
O 3.11 -2.41 -0.76 -0.504
H 4.66 0.14 0.23 0.271
H 5.28 -0.72 -1.26 0.260
H 5.17 -1.53 0.24 0.392
C -3.40 -3.07 -0.86 -0.983
N -3.02 -1.67 -1.19 0.837
O -1.84 -1.40 -1.14 -0.199
O -3.88 -0.88 -1.43 -0.509
H -3.27 -3.69 -1.74 0.266
H -4.40 -3.14 -0.45 0.381
H -2.69 -3.33 -0.08 0.259
```

Results
- HOMO-LUMO gap: 8.08 eV
- Total charge: -1